Model i:
C5H9P | ωB97M-V with the def2-TZVPD basis set

Each atom is followed by the atoms it is bonded to, with distances in Å.
CARTESIAN COORDINATES (ANGSTROEM)
1 C -0.92 0.11 -1.61  C2 1.579, H7 1.032, H8 1.115, H9 1.203
2 C 0.26 0.69 -0.74  C1 1.579, C3 1.436, P6 1.936, H10 1.117
3 C -0.13 1.03 0.60  C2 1.436, C4 1.306, H11 1.065
4 C -0.13 0.12 1.54  C3 1.306, C5 1.541, H12 1.014
5 C 0.47 -1.24 1.12  C4 1.541, P6 1.885, H13 1.048, H14 1.063
6 P 1.33 -0.91 -0.52  C2 1.936, C5 1.885, H15 1.408
7 H -1.41 -0.66 -1.15  C1 1.032
8 H -0.66 -0.02 -2.69  C1 1.115
9 H -1.61 1.10 -1.62  C1 1.203
10 H 0.66 1.58 -1.28  C2 1.117
11 H -0.64 1.90 0.93  C3 1.065
12 H -0.53 0.38 2.43  C4 1.014
13 H 1.12 -1.65 1.83  C5 1.048
14 H -0.29 -1.98 1.07  C5 1.063
15 H 2.50 -0.45 0.10  P6 1.408

For the HOMO energy, the calculation gives -0.3283 hartree. The total charge is 0. As for the SMILES: C[C@H]1C=CCP1. As for the molar mass: 100.10 g mol⁻¹.


Model ii:
C5H9P | ωB97M-V with the def2-TZVPD basis set

Each atom is followed by the atoms it is bonded to, with distances in Å.
CARTESIAN COORDINATES (ANGSTROEM)
1 C -1.68 -0.62 1.10  C2 1.305, H5 1.155, H6 1.078
2 C -0.86 0.19 0.48  C1 1.305, C3 1.454, H7 1.109
3 C 0.59 0.12 0.59  C2 1.454, C4 1.549, H8 1.137, H9 1.115
4 C 1.12 1.56 0.78  C3 1.549, H10 1.008, H11 1.061, H12 1.104
5 H -1.42 -1.61 1.62  C1 1.155
6 H -2.75 -0.56 0.98  C1 1.078
7 H -1.30 0.98 -0.15  C2 1.109
8 H 1.01 -0.54 1.42  C3 1.137
9 H 0.99 -0.40 -0.32  C3 1.115
10 H 2.06 1.62 1.15  C4 1.008
11 H 0.99 2.07 -0.15  C4 1.061
12 H 0.55 2.10 1.56  C4 1.104
13 C 0.40 -1.46 -2.99  P14 1.521, H15 1.043
14 P 0.11 -2.93 -2.73  C13 1.521
15 H 0.18 -0.51 -3.35  C13 1.043

For the HOMO energy, the calculation gives -0.3511 hartree. The total charge is 0. As for the SMILES: C=CCC.C#P. As for the molar mass: 100.10 g mol⁻¹.


Model iii:
C5H9P | ωB97M-V with the def2-TZVPD basis set

Each atom is followed by the atoms it is bonded to, with distances in Å.
CARTESIAN COORDINATES (ANGSTROEM)
1 C -1.91 -0.23 -1.45  P2 1.672, H7 0.997, H8 1.107
2 P -1.31 -0.88 -0.03  C1 1.672, C3 1.839
3 C -0.26 0.46 0.66  P2 1.839, C4 1.300, C5 1.520
4 C -0.91 1.37 1.32  C3 1.300, H9 1.140, H10 1.089
5 C 1.19 0.25 0.25  C3 1.520, C6 1.499, H11 1.134, H12 1.178
6 C 1.54 -1.19 0.05  C5 1.499, H13 1.112, H14 1.130, H15 1.076
7 H -2.35 -0.84 -2.10  C1 0.997
8 H -1.40 0.69 -1.79  C1 1.107
9 H -2.03 1.29 1.12  C4 1.140
10 H -0.55 2.32 1.72  C4 1.089
11 H 1.27 0.84 -0.72  C5 1.134
12 H 1.95 0.76 0.99  C5 1.178
13 H 1.74 -1.46 -1.01  C6 1.112
14 H 0.68 -1.87 0.32  C6 1.130
15 H 2.35 -1.49 0.69  C6 1.076

For the HOMO energy, the calculation gives -0.3329 hartree. The total charge is 0. As for the SMILES: C=PC(=C)CC. As for the molar mass: 100.10 g mol⁻¹.


Least stable of them? model ii.


Model i:
C18H28N2O4S | ωB97M-V with the def2-TZVPD basis set

Each atom is followed by the atoms it is bonded to, with distances in Å.
CARTESIAN COORDINATES (ANGSTROEM)
1 C -5.66 -1.54 -1.77  C2 1.526, H26 1.087, H27 1.087, H28 1.087
2 C -5.18 -2.27 -0.52  C1 1.526, O3 1.414, H29 1.094, H30 1.097
3 O -4.73 -1.38 0.48  C2 1.414, C4 1.358
4 C -3.52 -0.78 0.37  O3 1.358, C5 1.392, C25 1.397
5 C -2.58 -1.03 -0.62  C4 1.392, C6 1.383, H31 1.078
6 C -1.36 -0.36 -0.61  C5 1.383, C7 1.386, H32 1.078
7 C -1.07 0.56 0.38  C6 1.386, N8 1.416, C24 1.391
8 N 0.16 1.25 0.35  C7 1.416, C9 1.451, S20 1.644
9 C 1.25 0.91 1.24  N8 1.451, C10 1.527, C11 1.541, H33 1.092
10 C 1.03 1.37 2.68  C9 1.527, H34 1.087, H35 1.087, H36 1.087
11 C 1.40 -0.63 1.20  C9 1.541, O12 1.219, N13 1.348
12 O 1.03 -1.30 2.15  C11 1.219
13 N 1.89 -1.17 0.07  C11 1.348, C14 1.448, C19 1.452
14 C 2.44 -0.42 -1.04  N13 1.448, C15 1.533, H37 1.092, H38 1.091
15 C 3.91 -0.05 -0.80  C14 1.533, C16 1.527, H39 1.091, H40 1.091
16 C 4.86 -1.24 -0.94  C15 1.527, C17 1.530, H41 1.093, H42 1.092
17 C 4.48 -2.43 -0.05  C16 1.530, C18 1.530, H43 1.092, H44 1.091
18 C 3.25 -3.18 -0.56  C17 1.530, C19 1.530, H45 1.092, H46 1.092
19 C 1.93 -2.62 -0.02  N13 1.452, C18 1.530, H47 1.093, H48 1.098
20 S 0.29 2.51 -0.71  N8 1.644, C21 1.812, O22 1.436, O23 1.433
21 C -0.59 3.88 0.09  S20 1.812, H49 1.081, H50 1.082, H51 1.082
22 O 1.68 2.86 -0.81  S20 1.436
23 O -0.41 2.18 -1.91  S20 1.433
24 C -2.01 0.82 1.37  C7 1.391, C25 1.378, H52 1.079
25 C -3.22 0.15 1.37  C4 1.397, C24 1.378, H53 1.079
26 H -6.04 -2.26 -2.49  C1 1.087
27 H -6.46 -0.86 -1.51  C1 1.087
28 H -4.86 -0.97 -2.23  C1 1.087
29 H -6.01 -2.81 -0.06  C2 1.094
30 H -4.40 -3.00 -0.77  C2 1.097
31 H -2.77 -1.73 -1.41  C5 1.078
32 H -0.64 -0.54 -1.39  C6 1.078
33 H 2.13 1.41 0.83  C9 1.092
34 H 0.24 0.78 3.14  C10 1.087
35 H 1.94 1.21 3.25  C10 1.087
36 H 0.77 2.42 2.70  C10 1.087
37 H 2.35 -1.04 -1.94  C14 1.092
38 H 1.86 0.49 -1.21  C14 1.091
39 H 4.19 0.72 -1.52  C15 1.091
40 H 4.01 0.37 0.20  C15 1.091
41 H 4.89 -1.57 -1.98  C16 1.093
42 H 5.87 -0.91 -0.67  C16 1.092
43 H 5.33 -3.12 -0.04  C17 1.092
44 H 4.32 -2.10 0.97  C17 1.091
45 H 3.25 -3.16 -1.65  C18 1.092
46 H 3.30 -4.22 -0.26  C18 1.092
47 H 1.76 -2.99 1.00  C19 1.093
48 H 1.10 -2.97 -0.65  C19 1.098
49 H -0.06 4.14 0.99  C21 1.081
50 H -0.59 4.71 -0.60  C21 1.082
51 H -1.60 3.54 0.29  C21 1.082
52 H -1.80 1.54 2.14  C24 1.079
53 H -3.95 0.33 2.14  C25 1.079

For the HOMO energy, the calculation gives -0.3157 hartree. The total charge is 0. As for the SMILES: CCOc1ccc(N([C@@H](C)C(=O)N2CCCCCC2)S(C)(=O)=O)cc1. As for the molar mass: 368.50 g mol⁻¹.


Model ii:
C18H28N2O4S | ωB97M-V with the def2-TZVPD basis set

Each atom is followed by the atoms it is bonded to, with distances in Å.
CARTESIAN COORDINATES (ANGSTROEM)
1 C -6.48 -0.08 0.72  O2 1.409, H26 1.094, H27 1.094, H28 1.089
2 O -5.19 -0.60 0.95  C1 1.409, C3 1.355
3 C -4.11 0.13 0.60  O2 1.355, C4 1.394, C25 1.399
4 C -4.17 1.40 0.02  C3 1.394, C5 1.384, H29 1.078
5 C -2.99 2.06 -0.29  C4 1.384, C6 1.380, H30 1.079
6 C -1.77 1.46 -0.05  C5 1.380, S7 1.786, C24 1.384
7 S -0.30 2.38 -0.48  C6 1.786, O8 1.435, O9 1.434, N10 1.670
8 O -0.68 3.43 -1.39  S7 1.435
9 O 0.76 1.50 -0.87  S7 1.434
10 N 0.17 3.18 0.91  S7 1.670, C11 1.450, H31 1.007
11 C 0.67 2.45 2.06  N10 1.450, C12 1.530, H32 1.092, H33 1.100
12 C 2.03 1.83 1.73  C11 1.530, C13 1.526, H34 1.093, H35 1.088
13 C 1.89 0.38 1.28  C12 1.526, O14 1.218, N15 1.342
14 O 1.06 -0.36 1.77  C13 1.218
15 N 2.82 -0.03 0.40  C13 1.342, C16 1.454, H36 1.008
16 C 2.77 -1.36 -0.20  N15 1.454, C17 1.536, C23 1.532, H37 1.091
17 C 2.14 -1.32 -1.60  C16 1.536, C18 1.530, H38 1.091, H39 1.089
18 C 0.88 -2.18 -1.72  C17 1.530, C19 1.532, H40 1.093, H41 1.092
19 C 0.96 -3.59 -1.12  C18 1.532, C20 1.533, H42 1.093, H43 1.091
20 C 2.16 -4.43 -1.55  C19 1.533, C21 1.536, H44 1.093, H45 1.092
21 C 3.40 -4.35 -0.65  C20 1.536, C22 1.533, H46 1.093, H47 1.091
22 C 4.40 -3.23 -0.98  C21 1.533, C23 1.531, H48 1.093, H49 1.091
23 C 4.20 -1.92 -0.20  C16 1.532, C22 1.531, H50 1.094, H51 1.093
24 C -1.70 0.20 0.51  C6 1.384, C25 1.379, H52 1.078
25 C -2.87 -0.46 0.84  C3 1.399, C24 1.379, H53 1.078
26 H -6.64 0.85 1.29  C1 1.094
27 H -6.66 0.11 -0.34  C1 1.094
28 H -7.17 -0.84 1.08  C1 1.089
29 H -5.11 1.88 -0.18  C4 1.078
30 H -3.00 3.04 -0.75  C5 1.079
31 H -0.52 3.88 1.13  N10 1.007
32 H 0.77 3.16 2.88  C11 1.092
33 H -0.02 1.65 2.37  C11 1.100
34 H 2.65 1.82 2.63  C12 1.093
35 H 2.53 2.43 0.97  C12 1.088
36 H 3.34 0.67 -0.10  N15 1.008
37 H 2.15 -1.94 0.47  C16 1.091
38 H 1.85 -0.29 -1.82  C17 1.091
39 H 2.87 -1.62 -2.35  C17 1.089
40 H 0.63 -2.26 -2.78  C18 1.093
41 H 0.05 -1.66 -1.23  C18 1.092
42 H 0.05 -4.11 -1.42  C19 1.093
43 H 0.94 -3.53 -0.03  C19 1.091
44 H 1.84 -5.48 -1.56  C20 1.093
45 H 2.44 -4.18 -2.58  C20 1.092
46 H 3.94 -5.30 -0.76  C21 1.093
47 H 3.10 -4.28 0.40  C21 1.091
48 H 5.41 -3.58 -0.74  C22 1.093
49 H 4.37 -3.04 -2.05  C22 1.091
50 H 4.87 -1.17 -0.63  C23 1.094
51 H 4.50 -2.07 0.84  C23 1.093
52 H -0.74 -0.26 0.71  C24 1.078
53 H -2.84 -1.44 1.28  C25 1.078

For the HOMO energy, the calculation gives -0.3280 hartree. The total charge is 0. As for the SMILES: COc1ccc(S(=O)(=O)NCCC(=O)NC2CCCCCCC2)cc1. As for the molar mass: 368.50 g mol⁻¹.


Least stable of them? model i.


Model i:
C4H14O2S2 | ωB97M-V with the def2-TZVPD basis set

Each atom is followed by the atoms it is bonded to, with distances in Å.
CARTESIAN COORDINATES (ANGSTROEM)
1 C -1.13 0.78 1.64  C2 1.576, C3 1.532, H7 1.087, H8 1.083
2 C -1.12 -0.77 1.94  C1 1.576, H9 1.074, H10 1.124, H11 1.081
3 C -1.18 1.02 0.13  C1 1.532, S4 1.934, H12 1.119, H13 1.084
4 S -2.39 -0.22 -0.73  C3 1.934
5 S 1.72 -0.12 0.80  C6 1.868
6 C 2.93 0.56 -0.45  S5 1.868, H14 1.161, H15 1.117, H16 1.119
7 H -2.13 1.03 2.01  C1 1.087
8 H -0.41 1.48 2.04  C1 1.083
9 H -0.22 -1.19 1.54  C2 1.074
10 H -1.23 -0.99 3.03  C2 1.124
11 H -1.96 -1.38 1.64  C2 1.081
12 H -1.59 2.03 -0.12  C3 1.119
13 H -0.21 1.05 -0.34  C3 1.084
14 H 3.62 1.33 0.09  C6 1.161
15 H 3.55 -0.24 -0.93  C6 1.117
16 H 2.33 1.04 -1.26  C6 1.119
17 H -0.84 -1.77 -1.01  O19 1.049
18 H 0.57 -1.43 -0.62  O19 0.979
19 O 0.14 -1.97 -1.32  H17 1.049, H18 0.979
20 H 0.07 -0.75 -2.29  O22 0.996
21 H -0.72 0.49 -2.91  O22 1.017
22 O 0.19 0.04 -2.87  H20 0.996, H21 1.017

For the HOMO energy, the calculation gives -0.3186 hartree. The total charge is 0. As for the molar mass: 158.29 g mol⁻¹.


Model ii:
C4H14O2S2 | ωB97M-V with the def2-TZVPD basis set

Each atom is followed by the atoms it is bonded to, with distances in Å.
CARTESIAN COORDINATES (ANGSTROEM)
1 C -1.01 1.93 0.03  C2 1.524, C3 1.503, H7 1.095, H8 1.092
2 C -1.15 1.74 1.53  C1 1.524, H9 1.103, H10 1.085, H11 1.100
3 C -1.07 0.65 -0.75  C1 1.503, S4 1.757, H12 1.097, H13 1.138
4 S -2.11 -0.68 -0.26  C3 1.757
5 S 1.99 0.61 0.65  C6 1.740
6 C 2.40 -0.47 -0.66  S5 1.740, H14 1.107, H15 1.098, H16 1.091
7 H -1.67 2.72 -0.35  C1 1.095
8 H -0.01 2.36 -0.09  C1 1.092
9 H -0.52 0.86 1.78  C2 1.103
10 H -0.96 2.54 2.24  C2 1.085
11 H -2.14 1.31 1.79  C2 1.100
12 H -1.26 0.80 -1.82  C3 1.097
13 H -0.05 0.15 -0.73  C3 1.138
14 H 3.48 -0.71 -0.61  C6 1.107
15 H 1.96 -1.45 -0.48  C6 1.098
16 H 2.12 -0.22 -1.68  C6 1.091
17 H -0.23 -1.82 1.47  O19 0.964
18 H 1.05 -1.22 1.95  O19 0.959
19 O 0.55 -2.04 1.99  H17 0.964, H18 0.959
20 H -0.76 -1.78 -1.52  O22 0.984
21 H -0.53 -2.98 -2.48  O22 0.955
22 O -0.07 -2.31 -1.98  H20 0.984, H21 0.955

For the HOMO energy, the calculation gives -0.3129 hartree. The total charge is 0. As for the molar mass: 158.29 g mol⁻¹.


Least stable of them? model i.